ORCA calculation (ωB97M-V/def2-TZVPD) on a molecular structure, C42H43AsN6O2OsSSb.

2S+1 ... 5
Electronic energy ... -5069.210863 hartree
Energy above the lowest of the compared OMol25 structures with the same formula, charge and spin ... 0.000 eV
Charge ... +3
⟨S²⟩ ... 6.02
Frontier orbital gap (spin up / spin down) ... 6.79 / 5.76 eV

Last column: Mulliken charge in e.
CARTESIAN COORDINATES (ANGSTROEM)
Os: -0.9867 -1.1825 -0.3199  0.116
C: 0.6159 1.3382 -3.5048  -0.874
C: -0.2623 0.6590 -2.6833  -0.409
N: 0.1850 -0.2821 -1.8409  0.131
C: 1.5100 -0.4940 -1.7604  0.336
C: 2.3678 0.2246 -2.5955  -0.121
N: 1.9254 1.1090 -3.4700  -0.404
C: 1.9351 -1.5162 -0.7919  0.293
C: 3.2448 -1.8587 -0.5677  -0.508
C: 3.5557 -2.8998 0.3222  0.665
C: 2.4764 -3.6326 0.8123  -0.560
C: 1.1720 -3.2791 0.5120  0.231
N: 0.9083 -2.1571 -0.1850  -0.243
C: 0.0328 -4.1700 0.8292  0.263
C: 0.0638 -5.1050 1.8586  -0.407
N: -0.9256 -5.9668 2.0450  -0.541
C: -1.9500 -5.9047 1.2107  -0.472
C: -2.0069 -4.9491 0.1980  -0.192
N: -1.0165 -4.0938 0.0040  -0.143
C: 4.9508 -3.2296 0.6668  0.955
C: 5.2880 -4.4401 1.2704  -0.514
C: 6.6115 -4.6729 1.6151  -0.460
N: 7.5858 -3.7966 1.4033  -0.525
C: 7.2710 -2.6480 0.8185  -0.415
C: 5.9802 -2.3182 0.4332  -0.600
H: 0.2552 2.0805 -4.2061  0.461
H: -1.3225 0.8675 -2.6750  0.556
H: 3.4372 0.0626 -2.5657  0.487
H: 4.0321 -1.3484 -1.0998  0.520
H: 2.6442 -4.5191 1.4042  0.181
H: 0.8837 -5.1509 2.5658  0.481
H: -2.7442 -6.6294 1.3435  0.425
H: -2.8644 -4.8830 -0.4596  0.434
H: 4.5643 -5.2225 1.4494  0.384
H: 6.8976 -5.6071 2.0831  0.394
H: 8.0863 -1.9537 0.6526  0.388
H: 5.8083 -1.3521 -0.0211  0.275
C: -4.3146 0.7411 -3.0855  -0.878
As: -3.6993 -0.9905 -2.5651  0.547
C: -5.1766 -2.1068 -2.1185  -1.085
C: -2.6957 -1.8232 -3.9620  -1.068
O: -2.7369 -0.7885 -1.1608  0.133
H: -4.5416 0.7291 -4.1515  0.496
H: -3.5540 1.4892 -2.8688  0.056
H: -5.2156 0.9791 -2.5230  0.429
H: -5.8575 -2.1124 -2.9710  0.437
H: -5.6883 -1.7074 -1.2451  0.381
H: -4.8317 -3.1203 -1.9249  0.330
H: -3.3898 -2.0706 -4.7661  0.470
H: -2.2437 -2.7402 -3.5852  0.390
H: -1.9268 -1.1544 -4.3449  0.307
S: -0.1401 0.7027 1.1549  -0.593
Sb: 0.0910 2.9491 0.4937  1.749
C: -1.7050 3.4728 -0.4579  1.155
C: -1.7706 4.3674 -1.5238  -0.682
C: -3.0072 4.7227 -2.0470  -0.793
C: -4.1713 4.2040 -1.4965  -0.644
C: -4.1049 3.3170 -0.4298  -0.940
C: -2.8733 2.9401 0.0858  -0.285
C: 1.8498 3.1366 -0.6231  0.984
C: 2.9638 2.4819 -0.0955  -0.462
C: 4.1875 2.5845 -0.7419  -0.999
C: 4.2978 3.3287 -1.9092  -0.669
C: 3.1884 3.9782 -2.4322  -0.607
C: 1.9617 3.8878 -1.7900  -0.886
C: 0.3449 3.8421 2.3578  0.836
C: 1.5877 4.3559 2.7101  -0.395
C: 1.7720 4.8435 3.9964  -0.719
C: 0.7267 4.8113 4.9079  -0.570
C: -0.5157 4.3077 4.5416  -0.692
C: -0.7135 3.8150 3.2626  -0.598
H: -0.8820 4.8307 -1.9282  0.478
H: -3.0608 5.4318 -2.8622  0.468
H: -5.1331 4.5096 -1.8869  0.477
H: -5.0142 2.9354 0.0169  0.487
H: -2.8270 2.2482 0.9195  0.070
H: 2.8840 1.9007 0.8178  0.617
H: 5.0608 2.1033 -0.3206  0.537
H: 5.2545 3.4139 -2.4071  0.443
H: 3.2809 4.5674 -3.3345  0.480
H: 1.1162 4.4188 -2.2034  0.263
H: 2.3998 4.4058 1.9947  0.444
H: 2.7292 5.2581 4.2813  0.430
H: 0.8775 5.1880 5.9105  0.414
H: -1.3315 4.3075 5.2515  0.433
H: -1.6877 3.4338 2.9787  0.275
C: -1.9991 -1.4477 3.5756  -1.439
C: -2.6851 -1.2399 2.2420  1.333
C: -4.0296 -1.9367 2.1443  -1.246
O: -1.8397 -1.7912 1.2076  0.602
H: -2.6100 -1.0079 4.3646  0.449
H: -1.0184 -0.9752 3.5948  0.300
H: -1.8902 -2.5121 3.7865  0.345
H: -2.7961 -0.1719 2.0308  -0.331
H: -3.9312 -2.9979 2.3741  0.337
H: -4.4540 -1.8270 1.1458  0.166
H: -4.7210 -1.4966 2.8632  0.441

=====

ORCA calculation (ωB97M-V/def2-TZVPD) on a single C2H4OS2 molecule.

Electronic energy ... -950.157309 hartree
Energy above the lowest of the compared OMol25 structures with the same formula, charge and spin ... 1.398 eV
SMILES ... OC(=S)CS
Charge ... 0
Frontier orbital gap ... 9.04 eV

Last column: Mulliken charge in e.
CARTESIAN COORDINATES (ANGSTROEM)
O: 0.9200 1.1389 -0.5302  -0.459
C: 0.8586 -0.1627 -0.0181  0.473
S: 2.0503 -1.0836 -0.4341  -0.364
C: -0.4834 -0.3053 0.5743  -0.546
S: -1.8222 -0.7162 -0.5812  -0.180
H: 2.0613 1.2378 -0.6018  0.352
H: -0.5896 0.5876 1.1800  0.296
H: -0.6002 -1.1782 1.3875  0.283
H: -2.3949 0.4817 -0.9764  0.147

=====

ORCA calculation (ωB97M-V/def2-TZVPD) on a molecular structure, C35H38FN3O3PdSi.

2S+1 ... 3
Electronic energy ... -2263.264276 hartree
Charge ... 0
⟨S²⟩ ... 2.01
Frontier orbital gap (spin up / spin down) ... 1.91 / 1.90 eV

Last column: Mulliken charge in e.
CARTESIAN COORDINATES (ANGSTROEM)
C: 0.6372 -2.6001 -0.7933  -0.516
C: 1.9392 -2.7543 -1.2717  -0.761
C: 2.8359 -2.3580 -0.2699  -0.508
H: 2.2173 -3.1862 -2.2071  0.462
C: 2.1037 -2.0005 0.8628  -0.566
C: 0.7350 -2.1043 0.5322  -0.383
H: -0.1096 -2.0117 1.2291  0.439
H: -0.2869 -2.7569 -1.3786  0.378
H: 3.9233 -2.3085 -0.3965  0.536
H: 2.5481 -1.6538 1.8084  0.372
Pd: 1.6361 -0.8967 -0.7432  1.181
C: 4.4554 1.9781 1.9890  -0.939
H: 4.1263 1.1022 2.5710  0.274
H: 4.1732 3.0047 2.3245  0.308
H: 3.9104 1.9606 1.0266  0.055
Si: 5.3173 0.5970 -0.9136  0.073
C: 6.3405 0.8276 -2.4331  0.227
C: 6.2775 -0.3902 -3.1137  -0.523
H: 5.6755 -1.2019 -2.6947  0.229
C: 6.9739 -0.4700 -4.3098  -0.430
H: 6.9104 -1.3820 -4.8698  0.385
C: 7.7051 0.6296 -4.7763  -0.531
H: 8.2713 0.5496 -5.7010  0.339
C: 7.7176 1.8449 -4.0876  -0.394
H: 8.2386 2.7249 -4.4792  0.332
C: 7.0213 1.9720 -2.8720  -0.233
H: 6.9772 2.9195 -2.3285  0.358
C: 6.9267 -0.0865 0.2961  0.630
C: 8.1351 -0.3954 -0.3476  -0.300
H: 8.3488 -0.0172 -1.3440  0.242
C: 9.1158 -1.2457 0.2180  -0.667
H: 10.0413 -1.4480 -0.3280  0.333
C: 8.9158 -1.8043 1.4795  -0.369
H: 9.6526 -2.4881 1.9068  0.330
C: 7.7791 -1.4348 2.1925  -0.587
H: 7.5935 -1.8785 3.1795  0.328
C: 6.8944 -0.4626 1.6797  -0.358
H: 6.1975 -0.0429 2.4131  0.040
H: 5.5079 2.1665 -0.9295  -0.256
H: 5.4976 1.7740 2.0589  0.319
F: -5.0870 -3.1371 0.2364  -0.339
C: -4.7294 -1.7995 0.2676  0.849
C: -3.4478 -1.5000 -0.1611  -1.000
C: -3.0240 -0.1600 -0.2385  0.371
C: -1.7092 0.1582 -0.8086  0.954
O: -1.2172 -0.5658 -1.6918  -0.632
C: -1.0973 1.3774 -0.3224  -0.124
C: -1.9687 2.3443 0.1637  -0.358
N: -3.3234 2.1490 0.3386  0.230
C: -4.2446 3.2022 0.6210  -0.289
C: -3.9369 4.6328 0.3038  -0.923
C: -4.9100 3.8749 -0.5531  -0.450
C: -3.8526 0.8530 0.2607  0.199
C: -5.1650 0.5332 0.6948  -0.517
C: -5.6177 -0.8032 0.7554  -0.737
N: -6.9015 -1.0826 1.2878  0.176
C: -7.9869 -0.4527 0.5821  -0.482
C: -9.2619 -0.4457 1.3847  -0.723
N: -9.5080 -1.8476 1.7824  -0.155
C: -8.4303 -2.4249 2.6341  -0.948
C: -7.1502 -2.4033 1.7994  -0.630
C: 0.3837 1.6840 -0.5468  0.109
O: 0.7816 2.8068 -0.3328  -0.625
O: 1.2723 0.8337 -1.1597  -0.793
H: -2.7341 -2.2655 -0.4443  0.506
H: -1.6695 3.3522 0.4185  0.663
H: -4.8928 3.0512 1.4915  0.494
H: -4.3616 5.3833 0.9740  0.251
H: -2.9663 4.8657 -0.1327  0.332
H: -4.5726 3.5781 -1.5493  0.252
H: -5.9727 4.1179 -0.4585  0.248
H: -5.8106 1.3053 1.1211  0.371
H: -8.1760 -1.0032 -0.3586  0.182
H: -7.7139 0.5711 0.3136  0.455
H: -9.2145 0.1241 2.3087  0.352
H: -10.1148 -0.1210 0.7967  0.387
H: -10.4016 -1.9518 2.2790  0.361
H: -9.5169 -2.4196 0.9304  0.408
H: -8.6940 -3.4543 2.9157  0.407
H: -8.3678 -1.7957 3.5317  0.379
H: -7.2638 -3.1102 0.9603  0.458
H: -6.3014 -2.7269 2.4250  0.482

=====

ORCA calculation (ωB97M-V/def2-TZVPD) on a molecular structure, C23H13N12O7Ru.

2S+1 ... 5
Electronic energy ... -2162.594266 hartree
Energy above the lowest of the compared OMol25 structures with the same formula, charge and spin ... 0.126 eV
Charge ... -1
⟨S²⟩ ... 6.03
Frontier orbital gap (spin up / spin down) ... 7.62 / 6.59 eV

Last column: Mulliken charge in e.
CARTESIAN COORDINATES (ANGSTROEM)
Ru: -1.0351 0.2410 -1.8138  0.687
N: -1.7970 -2.2432 -4.0941  -0.114
C: -1.9417 -0.9450 -4.5219  0.437
N: -2.3182 -0.5921 -5.7284  -0.476
N: -2.2895 0.7648 -5.6991  -0.580
N: -1.9269 1.1963 -4.5546  -0.480
N: -1.7016 0.1196 -3.7491  0.442
C: -1.3848 -2.6106 -2.8400  0.280
N: -1.3198 -3.8580 -2.4367  -0.520
N: -0.8736 -3.7787 -1.1568  -0.738
N: -0.6734 -2.5708 -0.8070  0.089
N: -0.9777 -1.7654 -1.8676  0.251
H: -2.0701 -2.9768 -4.7252  0.211
O: -0.3989 7.0364 1.1516  -0.640
N: -1.5213 6.5680 1.2198  1.016
O: -2.4663 7.1253 1.7488  -0.629
C: -1.7459 5.2537 0.6267  -0.493
C: -3.0028 4.6892 0.6954  -0.428
C: -3.2273 3.4603 0.1126  -0.447
C: -2.1998 2.7309 -0.5327  1.024
O: -2.3675 1.5789 -1.0746  -0.764
C: -0.9265 3.3608 -0.5317  -0.104
C: -0.6883 4.5940 0.0130  -0.455
N: 0.1299 2.6188 -1.1659  0.923
O: 0.8439 1.8020 -0.2508  -0.343
O: 0.8230 3.1504 -2.0571  -0.607
N: -4.5895 2.9285 0.1951  0.961
O: -5.2603 3.2771 1.1543  -0.620
O: -4.9804 2.2100 -0.6973  -0.543
H: -3.8100 5.2036 1.1937  0.583
H: 0.2940 5.0411 -0.0331  0.574
C: 0.3951 0.4714 -0.3909  0.322
C: 1.0177 -0.4015 0.3603  0.059
C: 1.6594 -1.2850 1.0840  0.117
C: 2.9093 -1.8914 0.5497  0.202
C: 3.1819 -3.2415 0.7609  -0.051
C: 4.3170 -3.8227 0.2167  -0.710
C: 5.1972 -3.0630 -0.5409  -0.402
C: 4.9321 -1.7172 -0.7548  -0.675
C: 3.7971 -1.1352 -0.2130  -0.396
C: 1.1179 -1.7308 2.3958  0.218
C: 1.9689 -1.9637 3.4741  -0.148
C: 1.4543 -2.3464 4.7037  -0.709
C: 0.0859 -2.5083 4.8670  -0.373
C: -0.7665 -2.2882 3.7931  -0.792
C: -0.2546 -1.9034 2.5640  -0.231
H: 2.4878 -3.8414 1.3347  0.505
H: 4.5077 -4.8765 0.3772  0.377
H: 6.0831 -3.5178 -0.9657  0.382
H: 5.6131 -1.1165 -1.3445  0.387
H: 3.5895 -0.0847 -0.3761  0.448
H: 3.0370 -1.8376 3.3466  0.488
H: 2.1240 -2.5167 5.5376  0.370
H: -0.3141 -2.8106 5.8267  0.372
H: -1.8341 -2.4249 3.9095  0.377
H: -0.9034 -1.7565 1.7108  0.367

=====

ORCA calculation (ωB97M-V/def2-TZVPD) on a molecular structure, C41H42As2I2N3OPd.

Electronic energy ... -7021.946623 hartree
Energy above the lowest of the compared OMol25 structures with the same formula, charge and spin ... 0.000 eV
Charge ... -1
Frontier orbital gap ... 6.03 eV

Last column: Mulliken charge in e.
CARTESIAN COORDINATES (ANGSTROEM)
Pd: 0.5310 -0.5046 -0.6821  -0.227
I: -3.2219 -4.5386 0.8436  -0.056
C: -2.6240 -2.9891 2.1097  -0.208
C: -3.4552 -2.5897 3.1519  -0.356
C: -3.0675 -1.6122 4.0353  -0.235
I: -4.4089 -1.0333 5.5354  -0.035
C: -1.7887 -1.0095 3.9137  0.779
C: -1.2741 -0.0320 4.7946  -0.567
C: -0.0368 0.5010 4.5770  -1.173
C: 0.7028 0.0499 3.4701  0.106
N: 0.2608 -0.8585 2.6408  0.358
C: -0.9554 -1.3950 2.8316  -0.415
C: -1.3572 -2.4116 1.8370  0.187
O: -0.6410 -2.7006 0.8519  -0.678
H: -4.4247 -3.0586 3.2612  0.334
H: -1.8792 0.2969 5.6297  0.176
H: 0.3699 1.2624 5.2306  0.450
H: 1.6873 0.4628 3.2615  0.110
C: -1.0721 2.4930 -1.2962  -1.369
C: -0.9228 2.0065 -2.7249  -1.075
As: 0.8711 1.3357 -3.2156  0.410
C: 0.7920 -0.5783 -2.8684  0.950
C: -0.4028 -1.2626 -2.5048  -0.389
C: -0.3710 -2.6808 -2.4195  -0.573
C: 0.7573 -3.3870 -2.7588  -0.611
C: 1.9150 -2.7145 -3.1996  -0.784
C: 1.9351 -1.3417 -3.2259  -0.664
C: 0.4693 1.3159 -5.1502  0.128
C: 0.0467 0.1713 -5.8216  -0.005
C: -0.2324 0.2124 -7.1819  -0.754
C: -0.0952 1.3980 -7.8902  -0.386
C: 0.3288 2.5443 -7.2324  -0.563
C: 0.6138 2.4971 -5.8743  -0.500
As: -1.2194 0.9920 -0.0229  1.939
C: -3.0458 0.4592 -0.4855  0.338
C: -3.3033 -0.8995 -0.6298  0.345
C: -4.5777 -1.3399 -0.9766  -0.914
C: -5.5966 -0.4242 -1.1811  -0.675
C: -5.3482 0.9360 -1.0330  -0.787
C: -4.0794 1.3724 -0.6871  -0.374
C: -1.6496 2.0660 1.5686  0.478
C: -2.7821 1.8351 2.3444  -0.384
C: -3.0180 2.5788 3.4937  -0.834
C: -2.1220 3.5618 3.8877  -0.481
C: -0.9771 3.7861 3.1339  -0.805
C: -0.7413 3.0353 1.9914  -0.393
H: -1.9425 3.1450 -1.2079  0.581
H: -0.1974 3.0766 -0.9983  0.661
H: -1.0625 2.8438 -3.4148  0.673
H: -1.6851 1.2662 -2.9797  0.244
H: -1.3704 -0.7790 -2.5521  0.437
H: -1.2590 -3.2015 -2.0815  0.279
H: 0.7540 -4.4678 -2.6850  0.360
H: 2.7985 -3.2747 -3.4819  0.359
H: 2.8373 -0.8198 -3.5321  0.402
H: -0.0610 -0.7604 -5.2784  0.336
H: -0.5604 -0.6871 -7.6890  0.388
H: -0.3138 1.4285 -8.9507  0.353
H: 0.4441 3.4732 -7.7783  0.363
H: 0.9584 3.3951 -5.3705  0.346
H: -2.5019 -1.6149 -0.4646  -0.150
H: -4.7662 -2.4013 -1.0728  0.331
H: -6.5884 -0.7676 -1.4504  0.358
H: -6.1460 1.6539 -1.1825  0.406
H: -3.9021 2.4331 -0.5539  0.247
H: -3.4866 1.0612 2.0619  0.322
H: -3.8988 2.3709 4.0898  0.384
H: -2.3070 4.1393 4.7853  0.374
H: -0.2624 4.5411 3.4406  0.383
H: 0.1681 3.2049 1.4230  0.290
C: 4.4261 1.5239 2.2715  -0.537
C: 5.0576 0.4907 1.3402  -1.203
N: 4.4686 -0.8320 1.4344  0.269
C: 5.2532 -1.8651 2.0864  -0.924
C: 5.2060 -1.7929 3.6086  -0.991
C: 3.2096 -1.0642 0.9248  0.912
C: 2.5929 -2.4167 1.1338  -0.410
N: 2.5370 -0.1897 0.2704  0.125
H: 4.9089 2.4947 2.1440  0.440
H: 4.5319 1.2193 3.3134  0.258
H: 3.3626 1.6425 2.0655  -0.109
H: 6.1182 0.3891 1.5768  0.445
H: 5.0102 0.8428 0.3034  0.508
H: 6.2882 -1.7719 1.7425  0.454
H: 4.9059 -2.8381 1.7490  0.445
H: 5.6069 -0.8436 3.9688  0.277
H: 5.7954 -2.5981 4.0518  0.415
H: 4.1770 -1.8807 3.9607  0.212
H: 2.9644 -3.1117 0.3750  0.419
H: 1.5100 -2.3251 1.0368  -0.744
H: 2.8110 -2.8260 2.1208  0.320
H: 3.0201 0.6859 0.1125  -0.126

=====

ORCA calculation (ωB97M-V/def2-TZVPD) on a molecular structure, CrH12O6.

2S+1 ... 5
Electronic energy ... -1502.574201 hartree
Energy above the lowest of the compared OMol25 structures with the same formula, charge and spin ... 0.000 eV
Charge ... +2
⟨S²⟩ ... 6.00
Frontier orbital gap (spin up / spin down) ... 8.71 / 13.16 eV

Last column: Mulliken charge in e.
CARTESIAN COORDINATES (ANGSTROEM)
Cr: -0.0058 -0.0599 0.0442  0.658
O: -1.7861 -0.1400 -1.1603  -0.470
H: -2.7424 -0.1558 -0.9361  0.305
H: -1.6274 0.2833 -1.9962  0.333
O: 0.2820 1.9281 -0.5973  -0.372
H: 0.4186 2.2441 -1.4832  0.284
H: -0.0288 2.6386 -0.0131  0.313
O: 0.9632 -0.5437 -1.7130  -0.411
H: 1.6496 -1.2143 -1.6496  0.331
H: 1.1266 -0.1169 -2.5452  0.297
O: -0.4039 -2.1033 0.3468  -0.374
H: 0.3306 -2.6369 0.6120  0.316
H: -1.1487 -2.6484 0.6162  0.289
O: -0.9797 0.3960 1.8423  -0.287
H: -0.5511 0.8209 2.6353  0.328
H: -1.8743 0.3309 2.0934  0.271
O: 1.7811 0.2314 1.1353  -0.427
H: 2.2432 1.0888 1.1144  0.322
H: 2.3532 -0.3430 1.6541  0.292